# 1
# C15H31AuS2Si4Te

A structure of composition C15H31AuS2Si4Te (ωB97M-V/def2-TZVPD, the OMol25 dataset).

Cartesian coordinates (Å):
Au 2.87 -0.02 0.35
S 5.39 -0.01 -0.12
C 5.97 0.00 1.54
C 7.36 0.02 1.75
C 7.95 0.02 3.00
C 7.13 0.02 4.13
C 5.76 0.01 3.96
C 5.14 0.00 2.70
S 3.37 -0.02 2.69
H 7.99 0.02 0.86
H 9.03 0.04 3.10
H 7.56 0.03 5.13
H 5.11 0.00 4.83
C -1.08 2.88 0.94
Si -1.36 1.02 1.03
C -3.17 0.74 1.52
C -0.28 0.33 2.39
Si -0.95 0.01 -1.03
Te 1.36 0.01 -1.85
Si -2.22 1.13 -2.64
C -2.23 0.14 -4.25
C -4.04 1.46 -2.23
C -1.47 2.81 -3.02
Si -1.84 -2.14 -0.88
C -1.36 -2.97 0.74
C -1.19 -3.22 -2.28
C -3.73 -2.21 -1.00
H -1.21 3.33 1.93
H -1.79 3.35 0.25
H -0.07 3.10 0.59
H -3.40 1.28 2.45
H -3.36 -0.32 1.69
H -3.85 1.09 0.74
H -0.44 0.88 3.32
H 0.78 0.39 2.12
H -0.51 -0.73 2.57
H -2.83 -0.77 -4.14
H -1.21 -0.17 -4.51
H -2.65 0.74 -5.06
H -4.58 0.54 -1.98
H -4.54 1.93 -3.09
H -4.14 2.14 -1.37
H -0.40 2.71 -3.22
H -1.58 3.49 -2.18
H -1.95 3.26 -3.90
H -0.29 -2.86 0.92
H -1.60 -4.03 0.73
H -1.89 -2.51 1.58
H -0.10 -3.19 -2.30
H -1.54 -2.85 -3.25
H -1.53 -4.25 -2.16
H -4.20 -1.61 -0.21
H -4.09 -3.24 -0.91
H -4.07 -1.81 -1.96

Properties
ΔE to the lowest compared entry with this formula, charge and spin = 0.0000 eV
net charge = -2
HOMO-LUMO gap = 4.97 eV
calculated total energy = -80230.935 eV
F_max = 0.29 eV/A
highest occupied orbital energy = -0.0173 hartree

---

# 2
# C29H46BrNOP2Pd

A structure of composition C29H46BrNOP2Pd at a distorted geometry (ωB97M-V/def2-TZVPD, the OMol25 dataset).

Cartesian coordinates (Å):
C -5.08 1.21 1.83
C -4.42 1.11 0.61
C -4.41 2.19 -0.31
C -4.87 3.41 0.17
N -5.42 3.55 1.39
C -5.51 2.48 2.19
C -3.53 0.05 0.43
C -2.77 -0.90 0.19
C -2.20 -2.09 -0.44
C -0.76 -2.29 -0.43
C -0.09 -3.17 -1.27
C -0.88 -3.78 -2.24
C -2.30 -3.88 -2.11
C -2.99 -2.98 -1.22
Pd 1.08 -0.74 -0.33
P 0.30 1.06 1.02
H -3.97 2.08 -1.30
H -5.18 0.34 2.49
H -4.84 4.29 -0.49
H -6.00 2.62 3.16
H -4.09 -2.81 -1.16
H -0.14 -1.88 0.46
H -2.89 -4.63 -2.68
H 0.99 -3.26 -1.19
C 1.97 1.72 1.49
C 2.04 3.19 1.91
H 2.61 1.56 0.60
H 2.36 1.03 2.27
H 3.09 3.38 2.15
H 1.76 3.85 1.07
H 1.43 3.41 2.80
C -0.59 2.32 0.03
C -1.14 3.50 0.86
H -1.42 1.76 -0.44
H 0.09 2.66 -0.77
H -1.42 4.30 0.16
H -2.06 3.19 1.40
H -0.40 3.90 1.58
C -0.77 0.74 2.50
C -0.66 1.71 3.70
H -0.50 -0.28 2.83
H -1.81 0.68 2.11
H -1.33 1.30 4.48
H 0.37 1.73 4.10
H -1.01 2.74 3.47
Br 0.21 -4.58 -3.68
P 1.69 -0.07 -2.34
C 2.06 1.70 -2.27
C 3.27 1.94 -3.16
H 2.26 2.05 -1.25
H 1.18 2.27 -2.62
H 3.58 2.99 -3.10
H 4.12 1.31 -2.86
H 3.04 1.68 -4.20
C 3.14 -1.14 -2.32
C 3.42 -1.75 -3.68
H 2.98 -1.93 -1.58
H 3.98 -0.54 -1.96
H 4.20 -2.51 -3.56
H 2.54 -2.23 -4.12
H 3.77 -1.00 -4.39
C 0.34 -0.35 -3.48
C 0.65 0.44 -4.75
H -0.59 0.03 -3.01
H 0.18 -1.42 -3.67
H -0.09 0.22 -5.52
H 0.64 1.52 -4.56
H 1.65 0.21 -5.13
C 1.02 -3.85 3.64
C 2.40 -3.21 3.63
C 2.23 -1.94 2.77
O 1.06 -2.08 1.95
C 0.29 -3.22 2.43
H 1.06 -4.94 3.58
H 0.48 -3.55 4.55
H 3.14 -3.87 3.17
H 2.79 -2.92 4.62
H 2.12 -1.03 3.39
H 3.07 -1.73 2.11
H 0.22 -3.97 1.63
H -0.74 -2.89 2.67

Properties
ΔE to the lowest compared entry with this formula, charge and spin = 2.6280 eV
net charge = 0
HOMO-LUMO gap = 5.03 eV
calculated total energy = -126451.565 eV
F_max = 5.19 eV/A
highest occupied orbital energy = -0.1815 hartree

---

# 3
# C42H32BiF5P2

A structure of composition C42H32BiF5P2 at a distorted geometry (ωB97M-V/def2-TZVPD, the OMol25 dataset).

Cartesian coordinates (Å):
C 0.92 -3.62 -2.07
C 1.76 -2.50 -2.06
C 3.12 -2.65 -1.71
C 3.65 -3.93 -1.52
C 2.85 -5.05 -1.66
C 1.49 -4.87 -1.92
P 1.03 -0.86 -2.27
C 2.42 0.21 -2.79
C 3.03 1.03 -1.83
C 4.14 1.79 -2.17
C 4.64 1.77 -3.47
C 4.03 0.96 -4.43
C 2.91 0.18 -4.10
Bi -0.39 -0.04 -0.24
P -0.21 -1.97 1.64
C 1.38 -2.81 1.85
C 1.59 -4.20 1.80
C 2.87 -4.73 2.00
C 3.97 -3.88 2.16
C 3.79 -2.50 2.12
C 2.51 -1.97 1.95
C -0.72 -1.30 3.27
C -1.91 -0.55 3.35
C -2.25 0.09 4.54
C -1.40 0.04 5.64
C -0.24 -0.74 5.58
C 0.10 -1.42 4.40
C -1.47 -3.22 1.21
C -2.22 -3.12 0.03
C -3.15 -4.11 -0.30
C -3.36 -5.18 0.59
C -2.67 -5.24 1.81
C -1.74 -4.24 2.13
C -0.16 -1.02 -3.65
C 0.00 -1.98 -4.67
C -0.99 -2.11 -5.65
C -2.13 -1.30 -5.62
C -2.25 -0.30 -4.65
C -1.28 -0.18 -3.66
H -2.55 -0.47 2.47
H -3.20 0.65 4.60
H -1.64 0.59 6.55
H 0.42 -0.82 6.46
H 0.99 -2.04 4.37
H 0.76 -4.89 1.63
H 3.03 -5.81 2.01
H 4.98 -4.29 2.28
H 4.64 -1.82 2.24
H 2.36 -0.89 1.90
H -2.07 -2.27 -0.63
H -3.70 -4.05 -1.24
H -4.09 -5.95 0.34
H -2.85 -6.06 2.51
H -1.23 -4.26 3.10
H 0.86 -2.65 -4.68
H -0.88 -2.86 -6.43
H -2.92 -1.43 -6.35
H -3.09 0.38 -4.64
H -1.42 0.54 -2.84
H 2.60 1.07 -0.83
H 4.61 2.40 -1.41
H 5.52 2.37 -3.72
H 4.42 0.95 -5.45
H 2.43 -0.43 -4.87
H 3.74 -1.77 -1.60
H 4.70 -4.04 -1.25
H 3.29 -6.04 -1.51
H 0.75 -5.66 -2.02
H -0.15 -3.55 -2.22
H 1.47 -6.94 -0.48
H 0.85 -6.63 -0.82
F 0.14 2.51 -2.35
C 0.08 3.04 -1.10
C -0.03 2.22 0.04
C -0.11 2.86 1.28
F -0.18 2.14 2.42
C -0.19 4.24 1.38
F -0.47 4.79 2.59
C -0.11 5.03 0.23
F -0.20 6.37 0.33
C 0.02 4.43 -1.01
F -0.01 5.15 -2.16

Properties
net charge = +2
HOMO-LUMO gap = 6.70 eV
calculated total energy = -82060.861 eV
F_max = 2.33 eV/A
highest occupied orbital energy = -0.5186 hartree

---

# 4
# C2H3N2OS

The ion C2H3N2OS with charge +1 at a distorted geometry (ωB97M-V/def2-TZVPD, the OMol25 dataset).

Cartesian coordinates (Å):
O 2.07 0.60 0.16
N 0.91 0.39 0.12
C 0.32 -0.85 0.08
C -1.03 -0.96 0.04
S -1.89 0.55 0.11
N 0.10 1.38 -0.07
H 0.94 -1.65 0.01
H -1.71 -1.77 -0.07
H 0.29 2.31 -0.38

Properties
SMILES = O=[n+]1ccs[nH]1
ΔE to the lowest compared entry with this formula, charge and spin = 4.5593 eV
net charge = +1
HOMO-LUMO gap = 7.95 eV
calculated total energy = -17972.889 eV
F_max = 6.59 eV/A
highest occupied orbital energy = -0.5631 hartree

---

# 5
# C5H3ClMnO3

A structure of composition C5H3ClMnO3 at a distorted geometry (ωB97M-V/def2-TZVPD, the OMol25 dataset).

Cartesian coordinates (Å):
C 1.99 -0.06 -0.29
C 0.45 0.05 -0.16
C -0.31 1.18 -0.44
Cl 0.19 2.74 -1.02
C -1.77 0.79 -0.10
O -2.66 1.51 -0.13
O -1.85 -0.60 0.33
C -0.54 -1.03 0.29
O -0.26 -2.17 0.58
H 2.34 -0.90 0.35
H 2.24 -0.18 -1.37
H 2.43 0.87 0.13
Mn -2.25 -2.20 1.83

Properties
net charge = +2
HOMO-LUMO gap (spin up / spin down) = 5.73 / 5.70 eV
calculated total energy = -55197.537 eV
F_max = 4.52 eV/A
highest occupied orbital energy (spin up / spin down) = -0.6579 / -0.6577 hartree
multiplicity = 6